Entry 1:
# C2H2ClN2O3

2 unconnected molecules or ions with the total composition C2H2ClN2O3 at a distorted geometry (ωB97M-V/def2-TZVPD, OMol25).

```
! RIJCOSX wB97M-V def2-TZVPD def2/J DEFGRID3
* xyz -1 1
C 0.515 -0.968 -0.760
C 1.242 0.201 0.066
N -1.304 1.035 1.243
N -2.089 0.500 0.665
O -3.119 0.101 0.171
O -0.695 -1.075 -0.703
O 1.351 -1.658 -1.310
Cl 1.011 1.774 -0.729
H 2.221 -0.025 0.264
H 0.869 0.116 1.092
*
```

Values from the calculation:
- DFT total energy (eV) = -23751.1001
- E_LUMO (eV) = 3.73
- relative energy (zero: lowest compared OMol25 entry of this formula, charge and spin) (kcal per mole) = 0.00



Entry 2:
# C2H2ClN3

A single C2H2ClN3 molecule at a distorted geometry (ωB97M-V/def2-TZVPD, OMol25).

```
! RIJCOSX wB97M-V def2-TZVPD def2/J DEFGRID3
* xyz 0 1
Cl 1.612 -0.912 1.585
C 0.328 -0.301 0.519
C 0.304 0.969 0.216
N -0.567 1.184 -0.781
N -1.189 0.138 -1.212
N -0.495 -0.933 -0.434
H 0.776 1.836 0.721
H -0.769 -1.980 -0.614
*
```

Values from the calculation:
- DFT total energy (eV) = -19096.8413
- E_LUMO (eV) = 0.52
- SMILES string = Clc1cnn[nH]1
- relative energy (zero: lowest compared OMol25 entry of this formula, charge and spin) (kcal per mole) = 43.13



Entry 3:
# C2H2ClNO

2 unconnected molecules or ions with the total composition C2H2ClNO at a distorted geometry (ωB97M-V/def2-TZVPD, OMol25).

```
! RIJCOSX wB97M-V def2-TZVPD def2/J DEFGRID3
* xyz 0 1
C 1.963 -1.542 0.252
C -0.785 0.713 0.093
N -1.018 -0.403 -0.391
O 2.706 -1.305 1.095
Cl -0.919 2.306 -0.832
H -0.773 0.866 1.163
H -1.173 -0.635 -1.380
*
```

Values from the calculation:
- DFT total energy (eV) = -18165.3392
- E_LUMO (eV) = 0.88
- relative energy (zero: lowest compared OMol25 entry of this formula, charge and spin) (kcal per mole) = 0.81



Entry 4:
# C2H2ClNO2

3 unconnected molecules or ions with the total composition C2H2ClNO2 at a distorted geometry (ωB97M-V/def2-TZVPD, OMol25).

```
! RIJCOSX wB97M-V def2-TZVPD def2/J DEFGRID3
* xyz 0 1
C 0.497 1.995 -0.017
C 2.900 1.565 0.430
N 0.312 0.913 -0.487
O 0.650 3.020 0.547
O 3.146 2.014 -0.541
Cl 1.257 -2.787 0.146
H 2.165 -3.445 -0.528
H 0.779 0.533 -1.371
*
```

Values from the calculation:
- DFT total energy (eV) = -20213.2520
- E_LUMO (eV) = 0.61
- relative energy (zero: lowest compared OMol25 entry of this formula, charge and spin) (kcal per mole) = 8.31



Entry 5:
# C2H2ClNO2

A single C2H2ClNO2 molecule at a distorted geometry (ωB97M-V/def2-TZVPD, OMol25).

```
! RIJCOSX wB97M-V def2-TZVPD def2/J DEFGRID3
* xyz 0 1
O 0.853 -1.315 -0.057
C 0.940 -0.173 0.082
C -0.479 0.705 0.523
Cl -0.428 2.312 -0.126
N -1.659 0.095 -0.097
O -1.709 -1.111 0.063
H 1.949 0.283 0.100
H -0.415 0.708 1.664
*
```

Values from the calculation:
- DFT total energy (eV) = -20210.0449
- E_LUMO (alpha / beta) (eV) = -0.66 / -0.66
- SMILES string = O=C[C@@H](Cl)N=O
- relative energy (zero: lowest compared OMol25 entry of this formula, charge and spin) (kcal per mole) = 82.27



Entry 6:
# C2H2ClNS2

A molecular structure, C2H2ClNS2 at a distorted geometry (ωB97M-V/def2-TZVPD, OMol25).

```
! RIJCOSX wB97M-V def2-TZVPD def2/J DEFGRID3
* xyz 0 1
C -0.010 -0.819 0.154
C -0.885 0.140 -0.267
N -2.276 -1.956 0.178
S -0.765 -2.380 0.539
S -2.469 -0.540 -0.532
Cl -1.691 -1.047 -2.794
H 0.998 -0.578 0.383
H -0.510 1.227 -0.327
*
```

Values from the calculation:
- DFT total energy (eV) = -37787.3622
- E_LUMO (alpha / beta) (eV) = -1.08 / -1.08
- relative energy (zero: lowest compared OMol25 entry of this formula, charge and spin) (kcal per mole) = 3.89



Entry 7:
# C2H2ClO3

2 unconnected molecules or ions with the total composition C2H2ClO3 at a distorted geometry (ωB97M-V/def2-TZVPD, OMol25).

```
! RIJCOSX wB97M-V def2-TZVPD def2/J DEFGRID3
* xyz -1 1
C -0.533 -1.137 0.114
C -0.247 0.501 -0.428
O -0.122 -1.471 1.195
O -1.127 -1.608 -0.830
O 1.582 1.010 0.271
Cl -1.218 1.681 0.420
H -0.152 0.715 -1.472
H 1.817 0.309 0.730
*
```

Values from the calculation:
- DFT total energy (eV) = -20770.5304
- E_LUMO (eV) = 3.71
- relative energy (zero: lowest compared OMol25 entry of this formula, charge and spin) (kcal per mole) = 68.46



Entry 8:
# C2H2ClO3P

A gas-phase ion, C2H2ClO3P (charge -2) at a distorted geometry (ωB97M-V/def2-TZVPD, OMol25).

```
! RIJCOSX wB97M-V def2-TZVPD def2/J DEFGRID3
* xyz -2 1
C -1.005 1.052 -0.042
C -0.115 0.475 0.790
O 0.196 0.673 1.989
P 0.930 -0.843 -0.072
O 2.050 -0.246 -0.863
O 1.252 -2.059 0.727
Cl -0.531 -1.610 -1.716
H -1.089 0.712 -1.060
H -1.688 1.845 0.246
*
```

Values from the calculation:
- DFT total energy (eV) = -30061.4750
- E_LUMO (eV) = 6.55
- SMILES string = C=C([O-])[P@@](=O)([O-])Cl
- relative energy (zero: lowest compared OMol25 entry of this formula, charge and spin) (kcal per mole) = 3.69



Entry 9:
# C2H2ClO3S

2 unconnected molecules or ions with the total composition C2H2ClO3S at a distorted geometry (ωB97M-V/def2-TZVPD, OMol25).

```
! RIJCOSX wB97M-V def2-TZVPD def2/J DEFGRID3
* xyz -1 1
C -2.248 -1.380 0.225
C -0.023 0.439 -0.703
O -2.177 -1.434 1.378
O -2.179 -1.650 -0.910
O -0.718 2.372 0.778
S -1.031 1.720 -0.434
Cl -3.319 0.765 0.028
H -0.128 0.045 -1.652
H 0.369 -0.102 0.077
*
```

Values from the calculation:
- DFT total energy (eV) = -31607.6569
- E_LUMO (eV) = 3.74
- relative energy (zero: lowest compared OMol25 entry of this formula, charge and spin) (kcal per mole) = 0.00



Entry 10:
# C2H2ClO4

A molecular structure, C2H2ClO4 at a distorted geometry (ωB97M-V/def2-TZVPD, OMol25).

```
! RIJCOSX wB97M-V def2-TZVPD def2/J DEFGRID3
* xyz -1 1
C 0.139 2.021 1.149
C 0.106 -1.842 -0.198
O 0.858 2.016 2.067
O -0.841 2.351 0.623
O -0.077 -0.713 -0.829
O -0.847 -2.694 -0.434
Cl 1.584 1.660 -0.585
H 0.688 -0.036 -0.674
H -1.610 -2.763 -1.120
*
```

Values from the calculation:
- DFT total energy (eV) = -22819.9922
- E_LUMO (eV) = 3.43
- relative energy (zero: lowest compared OMol25 entry of this formula, charge and spin) (kcal per mole) = 21.08



Question: Look up the relative energy (zero: lowest compared OMol25 entry of this formula, charge and spin) of the sixth one.
Answer: 3.89 kcal per mole